Record 1
Here is a cluster of 2 separate species, CBrCl2F in total from OMol25. Energies are from the ωB97M-V functional and the def2-TZVPD basis.

Last column: Löwdin charge in e.
CARTESIAN COORDINATES (ANGSTROEM)
C (-0.55, -1.02, 0.16)  -1.161
F (-1.01, -1.77, 1.21)  -0.072
Cl (0.17, 0.54, 0.58)  0.558
Cl (0.10, -1.86, -1.14)  0.664
Br (1.30, 4.10, -0.81)  0.012

- net charge = 0
- multiplicity = 1
- HOMO (alpha / beta) (eV) = -11.5 / -8.8
- E_LUMO (alpha / beta) (eV) = -0.5 / -3.8
- relative energy (zero: lowest compared OMol25 entry of this formula, charge and spin) (kJ/mol) = 136.1

***

Record 2
Here is a structure of composition C27H27FeN2O from OMol25. Energies are from the ωB97M-V functional and the def2-TZVPD basis.

Last column: Löwdin spin population.
CARTESIAN COORDINATES (ANGSTROEM)
C (-0.06, 2.64, 5.77)  0.019
O (0.66, 3.17, 4.63)  0.059
C (0.28, 2.74, 3.39)  0.126
C (0.85, 3.42, 2.29)  -0.020
C (0.41, 3.16, 1.02)  0.100
C (-0.60, 2.17, 0.78)  0.025
C (-1.00, 1.96, -0.55)  0.404
C (-2.07, 1.09, -0.98)  0.047
C (-3.11, 1.26, -2.01)  0.034
C (-3.71, -0.03, -2.27)  0.010
C (-3.05, -1.02, -1.43)  0.018
C (-2.04, -0.33, -0.68)  0.040
Fe (-1.74, -0.02, -2.58)  0.082
C (0.21, 0.08, -2.92)  0.010
C (-0.50, 1.08, -3.69)  0.006
C (-1.49, 0.40, -4.50)  0.008
C (-1.40, -1.02, -4.22)  -0.004
C (-0.35, -1.22, -3.24)  0.007
C (-1.13, 1.46, 1.89)  0.126
C (-0.68, 1.72, 3.17)  -0.001
H (0.40, 3.14, 6.62)  0.001
H (-1.13, 2.89, 5.71)  0.003
H (0.06, 1.55, 5.85)  0.011
H (1.60, 4.19, 2.48)  -0.004
H (0.78, 3.73, 0.17)  0.004
H (-0.66, 2.69, -1.29)  0.018
H (-3.41, 2.22, -2.40)  0.002
H (-4.57, -0.23, -2.91)  0.002
H (-3.32, -2.07, -1.34)  0.021
H (-1.41, -0.71, 0.12)  0.006
H (1.09, 0.26, -2.31)  0.003
H (-0.25, 2.13, -3.73)  0.001
H (-2.12, 0.88, -5.25)  0.001
H (-1.97, -1.80, -4.72)  0.002
H (0.02, -2.17, -2.87)  0.012
H (-1.95, 0.75, 1.75)  0.008
H (-1.12, 1.19, 4.02)  0.004
C (4.55, -0.61, -1.25)  0.149
C (4.35, -1.99, -1.21)  0.010
C (3.17, -2.52, -0.69)  0.152
C (2.18, -1.64, -0.20)  0.094
C (1.01, -2.14, 0.51)  0.339
N (-0.08, -1.46, 0.87)  0.632
C (-0.87, -2.34, 1.75)  0.134
C (-0.14, -3.68, 1.80)  0.336
N (1.03, -3.40, 1.00)  0.397
C (2.39, -0.25, -0.23)  0.102
C (3.57, 0.27, -0.77)  0.012
H (5.49, -0.21, -1.66)  0.012
H (5.12, -2.67, -1.59)  -0.002
H (3.03, -3.60, -0.65)  0.035
H (-0.91, -1.90, 2.76)  0.063
H (-1.90, -2.46, 1.41)  0.043
H (0.12, -3.96, 2.82)  0.104
H (-0.73, -4.47, 1.32)  0.108
H (1.76, -4.06, 0.84)  0.088
H (1.62, 0.40, 0.20)  0.007
H (3.72, 1.34, -0.80)  -0.003

- net charge = -1
- multiplicity = 5
- expectation value of S² = 6.08
- HOMO (alpha / beta) (eV) = 0.5 / -5.8
- E_LUMO (alpha / beta) (eV) = 2.7 / 1.0
- relative energy (zero: lowest compared OMol25 entry of this formula, charge and spin) (kJ/mol) = 146.2

***

Record 3
Here is an isolated molecule of C23H30N2O3 from OMol25. Energies are from the ωB97M-V functional and the def2-TZVPD basis.

Last column: Löwdin charge in e.
CARTESIAN COORDINATES (ANGSTROEM)
C (5.36, 3.70, 0.83)  -0.047
C (4.19, 2.79, 1.07)  -0.247
C (4.33, 1.56, 1.57)  -0.239
C (5.68, 1.02, 1.96)  -0.044
C (3.17, 0.64, 1.82)  -0.100
C (1.90, 1.07, 1.08)  -0.165
C (0.71, 0.34, 1.68)  -0.391
O (-0.02, 0.90, 2.48)  0.082
N (0.52, -0.96, 1.35)  -0.038
C (1.21, -1.73, 0.34)  -0.129
C (0.22, -2.13, -0.76)  -0.173
N (-0.85, -2.91, -0.16)  -0.176
C (-1.72, -3.59, -1.11)  -0.195
C (-2.53, -2.67, -1.98)  -0.082
C (-3.86, -2.55, -1.87)  -0.059
C (-4.72, -1.68, -2.66)  -0.226
C (-6.10, -1.83, -2.55)  -0.045
C (-6.97, -1.04, -3.27)  -0.087
C (-6.47, -0.07, -4.13)  -0.093
C (-5.10, 0.10, -4.24)  -0.085
C (-4.23, -0.70, -3.52)  -0.036
C (-1.57, -2.11, 0.81)  -0.164
C (-0.60, -1.69, 1.92)  -0.112
C (1.66, 2.57, 1.24)  -0.179
C (1.40, 2.93, 2.69)  -0.520
O (2.07, 2.63, 3.65)  0.120
O (0.36, 3.77, 2.79)  0.112
C (2.85, 3.36, 0.69)  -0.093
H (6.19, 3.16, 0.37)  0.076
H (5.08, 4.52, 0.18)  0.075
H (5.71, 4.12, 1.78)  0.089
H (5.56, 0.11, 2.55)  0.076
H (6.27, 0.78, 1.08)  0.085
H (6.23, 1.74, 2.55)  0.080
H (2.97, 0.65, 2.90)  0.133
H (3.45, -0.38, 1.54)  0.118
H (2.00, 0.87, 0.01)  0.151
H (2.04, -1.18, -0.09)  0.111
H (1.60, -2.64, 0.81)  0.134
H (0.73, -2.75, -1.50)  0.126
H (-0.16, -1.22, -1.24)  0.127
H (-1.07, -4.21, -1.74)  0.120
H (-2.38, -4.24, -0.54)  0.119
H (-1.98, -2.09, -2.70)  0.100
H (-4.37, -3.17, -1.15)  0.112
H (-6.50, -2.59, -1.88)  0.108
H (-8.04, -1.17, -3.17)  0.102
H (-7.14, 0.56, -4.70)  0.100
H (-4.70, 0.86, -4.90)  0.102
H (-3.17, -0.54, -3.62)  0.103
H (-2.37, -2.71, 1.24)  0.127
H (-2.01, -1.21, 0.36)  0.132
H (-1.09, -1.04, 2.64)  0.123
H (-0.21, -2.58, 2.42)  0.132
H (0.75, 2.86, 0.70)  0.155
H (0.18, 3.97, 3.73)  0.133
H (2.77, 3.40, -0.40)  0.130
H (2.79, 4.40, 1.05)  0.131

- net charge = 0
- multiplicity = 1
- structure (SMILES) = CC1=C(C)C[C@@H](C(=O)N2CCN(C/C=C/c3ccccc3)CC2)[C@@H](C(=O)O)C1
- HOMO (eV) = -8.5
- E_LUMO (eV) = 0.6
- relative energy (zero: lowest compared OMol25 entry of this formula, charge and spin) (kJ/mol) = 122.8

***

Record 4
Here is an isolated molecule of C4H8S from OMol25. Energies are from the ωB97M-V functional and the def2-TZVPD basis.

Last column: Löwdin charge in e.
CARTESIAN COORDINATES (ANGSTROEM)
C (-1.64, 1.16, 0.29)  -0.124
C (-0.30, 0.62, 0.03)  -0.227
C (-0.03, -0.66, -0.18)  -0.233
C (1.28, -1.38, -0.07)  -0.469
S (2.75, -0.11, -0.17)  0.645
H (-2.10, 1.77, -0.45)  0.049
H (-2.41, 0.31, 0.46)  0.103
H (-1.74, 1.74, 1.27)  0.094
H (0.57, 1.35, -0.18)  0.088
H (-0.90, -1.32, -0.13)  0.106
H (1.25, -1.78, 0.92)  0.053
H (1.41, -2.21, -0.88)  0.102
H (1.85, 0.51, -0.91)  -0.186

- net charge = 0
- multiplicity = 1
- structure (SMILES) = C/C=C/CS
- HOMO (eV) = -9.1
- E_LUMO (eV) = 1.0
- relative energy (zero: lowest compared OMol25 entry of this formula, charge and spin) (kJ/mol) = 105.8